Formula: C14H37BrN3O4Sr
Source: the OMol25 dataset
Level of theory: ωB97M-V/def2-TZVPD

Summary:
ΔE to the lowest compared entry with this formula, charge and spin ... 6.458 eV
E ... -98648.256 eV
LUMO ... -2.8 eV
Molecular weight ... 479.0 g mol⁻¹
Net charge ... +1
2S+1 ... 1

Each line ends with the Löwdin charge.
Geometry (Å):
Sr1 0.630 0.621 0.710  1.36
Br1 3.250 1.024 3.610  -0.64
C1 -1.495 1.520 3.602  -0.11
O1 -1.169 2.057 2.389  -0.33
C2 -2.018 3.177 1.958  -0.15
C3 -1.624 3.481 0.538  -0.23
N1 -0.211 3.635 0.416  -0.09
C4 0.228 4.042 -0.897  -0.19
C5 1.777 3.961 -0.967  -0.21
O2 2.271 2.687 -0.690  -0.28
C6 3.636 2.582 -0.900  -0.09
H1 -0.586 0.974 3.856  0.09
H2 -2.409 0.944 3.460  0.10
H3 -1.502 2.345 4.314  0.11
H4 -1.864 4.040 2.606  0.14
H5 -3.081 2.938 2.002  0.14
H6 -2.132 4.432 0.378  0.13
H7 -1.944 2.755 -0.210  0.12
H8 -0.013 4.462 0.961  0.14
H9 0.020 5.110 -0.967  0.13
H10 -0.203 3.575 -1.782  0.13
H11 2.205 4.694 -0.283  0.13
H12 2.107 4.261 -1.962  0.13
H13 3.725 1.573 -0.499  0.09
H14 4.208 3.304 -0.316  0.11
H15 3.946 2.590 -1.945  0.10
C7 -1.375 -0.447 -4.608  -0.05
C8 -1.364 -0.038 -3.133  -0.44
C9 -2.235 -1.048 -2.383  -0.19
O3 -2.505 -0.606 -1.015  -0.25
C10 -3.795 -0.957 -0.496  -0.08
N2 -0.059 -0.274 -2.651  0.02
H16 -0.844 0.201 -5.306  0.09
H17 -2.411 -0.353 -4.933  0.08
H18 -1.108 -1.483 -4.816  0.09
H19 -1.755 0.939 -2.850  0.15
H20 -2.056 -2.123 -2.383  0.14
H21 -3.193 -0.976 -2.898  0.12
H22 -3.592 -0.692 0.542  0.09
H23 -3.867 -2.020 -0.726  0.09
H24 -4.701 -0.463 -0.847  0.09
H25 0.454 0.463 -3.112  0.08
H26 0.317 -1.070 -3.146  0.09
C11 0.780 -5.198 3.047  -0.06
C12 1.192 -3.829 2.543  -0.42
C13 2.030 -3.818 1.249  -0.16
O4 2.377 -2.582 0.531  -0.22
C14 3.154 -2.844 -0.632  -0.11
N3 -0.074 -3.178 2.203  0.01
H27 0.235 -5.721 2.261  0.09
H28 0.187 -5.150 3.961  0.09
H29 1.691 -5.739 3.304  0.09
H30 1.663 -3.254 3.341  0.15
H31 1.397 -4.357 0.545  0.11
H32 2.833 -4.542 1.385  0.13
H33 4.196 -3.091 -0.431  0.10
H34 3.259 -1.915 -1.193  0.07
H35 2.635 -3.483 -1.347  0.09
H36 -0.483 -3.546 3.051  0.05
H37 -0.738 -3.590 1.562  0.07



Formula: CH8NO2
Source: the OMol25 dataset
Level of theory: ωB97M-V/def2-TZVPD

Summary:
ΔE to the lowest compared entry with this formula, charge and spin ... 0.760 eV
E ... -6744.567 eV
LUMO ... -3.4 eV
Molecular weight ... 66.1 g mol⁻¹
Net charge ... +1
2S+1 ... 1

Each line ends with the Löwdin charge.
Geometry (Å):
O1 1.734 -1.655 -0.213  -0.03
H1 0.466 -0.689 0.315  0.10
H2 2.651 -1.487 -0.516  0.10
H3 1.651 -2.550 0.133  0.08
N1 -0.052 0.082 0.801  0.22
C1 -1.015 0.594 -0.326  -0.20
O2 -0.857 1.971 -0.333  -0.01
H4 0.460 0.950 0.965  0.16
H5 -0.712 -0.028 1.557  0.16
H6 -0.851 0.326 -1.370  0.14
H7 -1.994 0.147 -0.040  0.15
H8 -1.481 2.338 -0.972  0.13



Formula: C4H9NO
Source: the OMol25 dataset
Level of theory: ωB97M-V/def2-TZVPD

Summary:
ΔE to the lowest compared entry with this formula, charge and spin ... 4.707 eV
E ... -7827.613 eV
LUMO (alpha / beta) ... 0.4 / 0.8 eV
Molecular weight ... 87.1 g mol⁻¹
2S+1 ... 1

Each line ends with the Löwdin charge.
Geometry (Å):
C1 -1.759 -0.611 0.185  -0.32
C2 1.466 -0.628 1.007  -0.13
C3 0.811 1.408 -0.397  -0.15
C4 1.141 -0.048 -0.354  -0.19
N1 -2.469 -0.657 -0.898  0.13
O1 -1.894 -0.733 1.405  0.02
H1 0.908 -0.217 1.779  0.03
H2 2.489 -0.613 1.288  0.05
H3 0.944 -1.718 0.988  0.12
H4 0.503 1.806 -1.356  0.07
H5 0.274 1.747 0.440  0.05
H6 1.712 1.865 -0.082  0.06
H7 1.355 -0.564 -1.260  0.06
H8 -2.059 -0.398 -1.811  0.13
H9 -3.422 -0.640 -0.934  0.07